Record 1
C30H64N4O40S9 | the ωB97M-V functional and the def2-TZVPD basis

Last column: Löwdin charge in e.
Cartesian coordinates (Å):
C 0.64955 -2.96431 -1.41603  -0.114
C -0.45077 -2.79793 -2.46625  -0.104
O 0.14572 -3.48338 -3.60810  -0.226
S 1.72198 -3.21280 -3.66719  0.607
O 2.09698 -2.11738 -4.50887  -0.219
O 2.35347 -4.48505 -3.87942  -0.219
O 1.85453 -2.68894 -2.19645  -0.200
H 0.62512 -3.94390 -0.99549  0.102
H 0.71179 -2.20845 -0.66885  0.088
H -0.60644 -1.74349 -2.71688  0.129
H -1.32333 -3.29729 -2.16356  0.095
C -1.44374 -2.57038 -6.06415  -0.114
C -2.54515 -2.22636 -5.15584  -0.171
O -2.14639 -0.91170 -4.64579  -0.211
S -1.32746 -0.12868 -5.81120  0.625
O 0.03533 0.24464 -5.34217  -0.262
O -2.06207 0.90024 -6.45367  -0.219
O -1.18222 -1.30849 -6.81766  -0.182
H -1.62939 -3.39266 -6.75385  0.151
H -0.51628 -2.69528 -5.47363  0.111
H -2.59568 -2.99297 -4.32483  0.127
H -3.57969 -2.07699 -5.62542  0.151
C 1.42392 1.47957 3.20057  -0.128
C 0.27270 2.40516 2.84582  -0.111
O -0.33111 1.72684 1.68568  -0.197
S 0.77216 1.12048 0.74685  0.606
O 1.15736 2.10927 -0.21913  -0.217
O 0.34445 -0.18800 0.32082  -0.232
O 1.82816 0.98267 1.91409  -0.208
H 1.13390 0.59956 3.90765  0.133
H 2.33880 1.98910 3.65538  0.148
H 0.57044 3.46378 2.68656  0.110
H -0.55953 2.43524 3.55714  0.099
C 2.45102 -2.15426 5.95709  -0.141
C 2.13544 -1.06004 6.97094  -0.003
O 0.67848 -0.62782 6.50764  -0.225
S 0.00057 -1.80698 5.72469  0.578
O -0.07701 -1.37426 4.34369  -0.284
O -1.19944 -2.25735 6.31511  -0.209
O 1.18723 -2.89441 5.92297  -0.211
H 3.10941 -2.91172 6.27572  0.129
H 2.56019 -1.79433 4.90785  0.104
H 2.67485 -0.10368 6.82190  0.138
H 2.01704 -1.39801 7.99466  0.129
C -1.98610 3.76523 -3.56229  -0.100
C -0.95960 2.82900 -2.91801  -0.080
O -1.90576 1.96457 -2.12738  -0.212
S -3.10121 2.85698 -1.58461  0.573
O -2.92124 3.22652 -0.21846  -0.230
O -4.34089 2.25760 -1.99883  -0.244
O -2.87188 4.14204 -2.46855  -0.178
H -2.59742 3.28736 -4.27019  0.117
H -1.46198 4.66772 -3.89561  0.136
H -0.32804 3.22663 -2.19547  0.051
H -0.56196 2.10329 -3.57988  0.102
C 2.00787 0.50808 -2.88244  -0.070
C 2.75812 0.79633 -4.21415  -0.137
O 4.18547 0.71420 -3.95953  -0.170
S 4.48587 0.55315 -2.39507  0.542
O 5.38417 1.55470 -1.91107  -0.246
O 4.89481 -0.75111 -2.11325  -0.207
O 3.04361 0.93242 -1.87202  -0.237
H 1.71257 -0.50041 -2.66913  0.091
H 1.20220 1.20809 -2.77258  0.094
H 2.62429 1.80908 -4.64973  0.134
H 2.40903 0.00346 -4.83389  0.072
C 5.24727 1.17010 1.50472  -0.097
C 5.17320 -0.30713 1.30410  -0.167
O 5.72030 -0.87343 2.49396  -0.164
S 5.22098 0.04253 3.71935  0.622
O 6.32971 0.15124 4.65077  -0.229
O 3.94943 -0.36461 4.22302  -0.256
O 4.88678 1.34398 2.92221  -0.189
H 4.50217 1.69297 0.96353  0.119
H 6.22383 1.56166 1.35586  0.135
H 5.81430 -0.60321 0.49965  0.128
H 4.17278 -0.75309 1.17800  0.145
C -2.99252 0.61264 4.79001  -0.155
C -3.77220 1.04207 3.56459  -0.030
O -3.94770 2.57503 3.74662  -0.203
S -3.20521 3.06391 5.04540  0.624
O -4.09544 3.77547 5.95325  -0.244
O -1.94073 3.73649 4.75795  -0.278
O -3.02898 1.67473 5.77740  -0.174
H -1.91285 0.46590 4.55193  0.117
H -3.29427 -0.32756 5.17751  0.122
H -4.84787 0.69825 3.55079  0.156
H -3.19133 1.03799 2.63338  0.120
C 0.04048 6.41390 4.07879  -0.161
C 0.64860 5.43720 5.14397  -0.113
O 1.88525 5.00733 4.52814  -0.205
S 2.26135 5.87600 3.25860  0.589
O 2.01487 5.11898 2.05741  -0.243
O 3.48815 6.52114 3.49776  -0.194
O 1.13022 6.97813 3.36787  -0.177
H -0.60866 7.24873 4.53175  0.168
H -0.57059 5.90704 3.37242  0.103
H -0.02516 4.54479 5.28846  0.113
H 0.89692 5.96306 6.05689  0.127
C -5.35999 -1.37134 -3.29474  0.031
C -4.36646 -1.58858 -2.15629  -0.529
O -3.85183 -2.67166 -2.00659  0.049
N -4.26070 -0.56495 -1.26121  0.044
C -3.15251 -0.62344 -0.33069  -0.051
H -5.60910 -0.35034 -3.54573  0.084
H -6.25071 -1.91345 -3.19358  0.068
H -4.87919 -1.84283 -4.14673  0.050
H -4.50935 0.31392 -1.63163  0.059
H -3.16297 0.30897 0.25557  0.081
H -2.18253 -0.71145 -0.85660  0.088
H -3.26329 -1.44299 0.29747  0.043
C -2.77261 -4.00000 1.79986  0.010
C -1.34109 -3.94978 1.41755  -0.549
O -0.88196 -4.60339 0.51790  0.052
N -0.56383 -3.22505 2.27552  0.049
C 0.87383 -2.96201 2.05012  -0.054
H -3.11648 -2.99232 2.04758  0.072
H -2.90260 -4.63111 2.68306  0.101
H -3.40500 -4.26149 1.01471  0.058
H -1.01886 -2.69854 2.97019  0.075
H 1.05332 -1.85464 1.99949  0.068
H 1.42033 -3.32988 1.23807  0.052
H 1.44384 -3.28567 3.00552  0.103
C 3.18413 4.20724 -2.88242  0.017
C 1.77424 4.54272 -2.50821  -0.516
O 0.89451 4.86931 -3.26786  0.041
N 1.51493 4.56287 -1.12907  0.040
C 0.20019 4.82968 -0.59162  -0.081
H 3.82388 5.12918 -2.68109  0.121
H 3.14578 3.89510 -3.96568  0.097
H 3.67628 3.35940 -2.40284  0.048
H 2.17782 4.33235 -0.49393  0.069
H -0.45681 5.20102 -1.36197  0.084
H 0.23281 5.56050 0.17514  0.064
H -0.36281 4.03147 -0.07611  0.073
C -2.67950 -6.04322 -1.99469  0.014
C -1.78435 -5.93882 -3.17504  -0.571
O -2.11786 -5.44682 -4.27865  -0.001
N -0.59598 -6.45900 -3.04379  0.047
C 0.18676 -6.96160 -4.21787  -0.032
H -2.86900 -5.16436 -1.42874  0.048
H -2.32823 -6.86008 -1.37663  0.082
H -3.61664 -6.42110 -2.39622  0.096
H -0.33040 -6.87300 -2.19191  0.121
H 1.25044 -7.02366 -4.10649  0.062
H 0.11237 -6.29148 -5.04183  0.067
H -0.09272 -8.01207 -4.45364  0.097

Values from the calculation:
Lowest unoccupied orbital energy in Ha: -0.0021
DFT total energy in a.u.: -7993.63705
Orbital gap in eV: 9.4

=====

Record 2
C30H64NO12 | the ωB97M-V functional and the def2-TZVPD basis

Last column: Löwdin charge in e.
Cartesian coordinates (Å):
N -29.81678 -4.38893 29.24459  0.394
H -29.04782 -4.52002 29.61499  0.013
H -30.16598 -5.01940 28.67953  0.009
H -29.94558 -3.53935 28.63447  0.143
H -30.31303 -4.22624 30.04562  0.096
O -27.06266 -3.22792 29.14499  0.036
C -26.37454 -2.19550 29.31738  -0.540
O -25.34294 -1.77501 28.63062  -0.050
C -25.04415 -2.46565 27.36992  -0.246
C -23.69864 -1.97124 26.78027  -0.055
C -26.84947 -1.16041 30.40949  0.041
H -25.87064 -2.40859 26.60496  0.105
H -25.06395 -3.59090 27.62675  0.148
H -23.78307 -0.94616 26.33403  0.074
H -23.19256 -2.60016 25.97025  0.097
H -23.09353 -1.78005 27.83714  0.142
H -27.92697 -1.44576 30.63752  0.086
H -26.64858 -0.11625 30.12555  0.085
H -26.43058 -1.48070 31.45939  0.117
O -30.25421 -5.54923 27.11621  -0.031
C -30.85636 -4.51243 26.88643  -0.449
O -30.70385 -3.85644 25.70312  0.040
C -29.49400 -3.96434 24.97696  -0.287
C -29.48333 -2.86656 23.89504  -0.008
C -31.98279 -4.16806 27.75959  0.006
H -29.48208 -4.96326 24.51856  0.085
H -28.87436 -3.93675 25.67072  -0.050
H -30.17990 -3.14570 23.22974  0.019
H -28.36813 -2.80435 23.43531  0.144
H -30.01174 -1.86369 24.08804  0.106
H -33.07634 -4.27494 27.52487  0.142
H -32.10147 -3.05371 27.92238  0.134
H -31.78317 -4.86474 28.48147  0.022
O -28.71200 -4.12633 32.43791  0.060
C -27.82815 -4.90335 32.85595  -0.450
O -28.08738 -5.92343 33.76295  0.001
C -29.26920 -6.10237 34.34951  -0.352
C -29.17483 -7.11253 35.39973  -0.052
C -26.44647 -4.88110 32.56778  0.037
H -29.89362 -6.18758 33.71706  0.005
H -29.69247 -5.11525 34.58469  0.151
H -29.20309 -8.21617 35.08415  0.088
H -30.20554 -7.14206 35.92636  0.104
H -28.31935 -6.80647 36.19563  0.142
H -26.13371 -4.07665 31.83044  0.127
H -26.28184 -5.48617 31.77869  0.061
H -25.85673 -5.04115 33.35357  0.068
C -30.82225 -9.89467 26.49149  0.008
C -31.81933 -8.61394 26.26676  -0.366
O -32.18463 -8.43356 25.04495  -0.026
C -31.96438 -7.64594 27.42205  -0.011
H -31.11231 -10.68796 25.85344  0.059
H -31.13378 -10.05754 27.48234  0.022
H -29.80394 -9.34132 26.39236  0.105
H -32.99166 -7.10257 27.23161  0.147
H -31.43427 -6.69237 27.23230  0.059
H -31.81351 -8.15918 28.28173  0.018
C -32.71658 -5.68699 31.84960  0.019
C -33.42607 -6.08061 30.53255  -0.301
O -33.37189 -5.29398 29.46055  -0.069
C -34.02372 -7.42276 30.27418  -0.014
H -32.02061 -6.33853 32.24100  0.044
H -33.53628 -5.53873 32.64156  0.137
H -32.15369 -4.88881 31.73982  0.000
H -33.91611 -7.90226 29.42646  0.004
H -35.13240 -7.30677 30.52862  0.129
H -33.86995 -8.01409 31.24636  0.113
C -27.55472 -5.07387 25.95777  -0.056
C -28.32558 -6.40266 25.95045  -0.433
O -28.64272 -6.76986 27.12396  0.002
C -28.76810 -7.00369 24.69814  0.004
H -27.55855 -4.23187 26.85565  0.149
H -27.68709 -4.47344 24.96338  0.093
H -26.46002 -5.29136 25.71808  0.109
H -29.22411 -6.24028 23.99950  0.098
H -29.50545 -7.77190 24.82038  0.065
H -27.77550 -7.33676 24.17062  0.151
C -30.48931 -1.15744 32.69381  -0.020
C -31.09886 -1.18778 31.26272  -0.322
O -31.56019 -2.25967 30.67786  -0.027
C -31.07682 0.16856 30.46251  0.006
H -31.20011 -0.83009 33.54144  0.119
H -29.53928 -0.53120 32.69049  0.103
H -30.26902 -2.15088 32.98362  0.025
H -30.09310 0.36800 30.26315  0.045
H -31.55158 0.96625 31.01648  0.101
H -31.51445 -0.13964 29.62584  0.012
C -29.77761 -0.91449 27.42683  0.011
C -28.35920 -1.43038 27.86663  -0.226
O -28.13599 -2.63137 28.46753  -0.147
C -27.20114 -0.67513 27.31762  -0.027
H -30.36956 -1.21585 28.29876  0.037
H -30.03111 -1.49117 26.45303  0.105
H -29.71279 0.19599 27.52264  0.099
H -26.50004 -1.44099 27.06633  0.008
H -26.67377 -0.08278 27.99707  0.083
H -27.15385 -0.18390 26.40084  0.097
C -29.89172 -9.02778 30.46903  0.000
C -28.65262 -8.15832 30.96180  -0.270
O -28.42948 -6.89786 30.53181  -0.044
C -27.65927 -8.86561 31.95534  -0.017
H -29.70058 -9.58988 29.55484  0.081
H -30.60292 -8.36829 30.23928  -0.009
H -30.28126 -9.74970 31.25499  0.108
H -27.06834 -9.62833 31.46321  0.079
H -28.29442 -9.20121 32.89502  0.117
H -26.98567 -8.10742 32.32828  0.052

Values from the calculation:
Relative energy (zero: lowest compared OMol25 entry of this formula, charge and spin) in kcal/mol: 273.7
Lowest unoccupied orbital energy in Ha: -0.0874
Net charge: +1
DFT total energy in a.u.: -2137.90859
Orbital gap in eV: 6.1

=====

Number 1: E_HOMO -9.5 eV. Number 2: E_HOMO -8.5 eV.